Entry 1:
# C57H58FGeN8O3S2W

C57H58FGeN8O3S2W as an isolated structure at a distorted geometry (ωB97M-V/def2-TZVPD, OMol25).

Summary:
charge	+1
maximum force	2.08	eV Å⁻¹
relative energy (zero: lowest compared OMol25 entry of this formula, charge and spin)	4.05	kcal per mole
frontier orbital gap (spin up / spin down)	0.12790 / 0.12852	Ha
HOMO (spin up / spin down)	-6.5 / -6.6	eV
LUMO (spin up / spin down)	-3.060 / -3.060	eV

Element x y z (Å)
1 W -0.201 -0.043 -0.039
2 C -1.071 0.923 2.959
3 C -2.457 0.586 2.415
4 C -2.765 1.435 1.222
5 C -3.786 2.375 1.288
6 C -4.061 3.189 0.205
7 C -3.295 3.019 -0.930
8 C -2.309 2.054 -0.932
9 N -2.020 1.265 0.114
10 N -0.010 0.125 2.319
11 C 1.299 0.758 2.592
12 C 2.346 0.081 1.754
13 C 3.647 -0.030 2.215
14 C 4.544 -0.839 1.546
15 C 4.055 -1.604 0.498
16 C 2.754 -1.414 0.080
17 N 1.925 -0.512 0.621
18 C -0.003 -1.276 2.865
19 C -0.787 -2.149 1.939
20 C -1.877 -2.848 2.321
21 C -2.594 -3.630 1.318
22 C -2.237 -3.532 0.040
23 C -1.155 -2.568 -0.392
24 N -0.269 -2.086 0.673
25 H -1.040 0.771 4.043
26 H -0.860 1.975 2.762
27 H -3.210 0.765 3.182
28 H -2.502 -0.468 2.132
29 H -4.360 2.454 2.202
30 H -4.860 3.918 0.246
31 H -3.462 3.607 -1.823
32 H -1.734 1.882 -1.826
33 H 1.562 0.660 3.652
34 H 1.246 1.815 2.352
35 H 3.940 0.506 3.107
36 H 5.572 -0.924 1.873
37 H 4.665 -2.352 0.010
38 H 2.335 -2.018 -0.707
39 H -0.395 -1.299 3.884
40 H 1.029 -1.625 2.876
41 H -2.175 -2.877 3.361
42 H -3.409 -4.275 1.625
43 H -2.715 -4.118 -0.739
44 H -0.530 -3.084 -1.134
45 C 1.854 6.404 -3.899
46 C 2.709 5.153 -4.066
47 N 2.041 3.953 -3.568
48 C 2.168 3.649 -2.242
49 C 1.531 2.620 -1.646
50 C 1.556 2.472 -0.159
51 O 2.487 2.877 0.512
52 O 0.454 1.953 0.301
53 C 0.728 1.725 -2.431
54 O 0.109 0.747 -1.956
55 C 0.641 2.010 -3.856
56 C -0.040 1.144 -4.706
57 C -0.230 1.488 -6.016
58 F -0.852 0.617 -6.845
59 C 0.178 2.718 -6.521
60 C 0.917 3.555 -5.696
61 C 1.212 3.188 -4.380
62 N -0.166 3.165 -7.834
63 C 0.847 3.025 -8.863
64 C 0.542 4.010 -9.978
65 N -0.835 3.708 -10.509
66 C -1.866 3.807 -9.413
67 C -1.485 2.812 -8.333
68 H 2.378 7.276 -4.291
69 H 1.640 6.575 -2.845
70 H 0.904 6.302 -4.426
71 H 3.637 5.263 -3.507
72 H 2.980 5.000 -5.110
73 H 2.814 4.296 -1.661
74 H -0.379 0.187 -4.328
75 H 1.229 4.506 -6.105
76 H 0.885 2.002 -9.275
77 H 1.826 3.255 -8.446
78 H 1.258 3.944 -10.795
79 H 0.524 5.024 -9.585
80 H -0.839 2.748 -10.862
81 H -1.067 4.329 -11.284
82 H -2.848 3.598 -9.833
83 H -1.837 4.822 -9.023
84 H -1.531 1.794 -8.746
85 H -2.205 2.874 -7.519
86 S 1.228 -1.574 -2.864
87 C 1.962 -3.002 -3.234
88 N 3.252 -3.146 -3.632
89 C 3.538 -4.346 -4.404
90 C 2.664 -5.439 -3.795
91 S 1.204 -4.572 -3.122
92 H 3.736 -2.286 -3.842
93 H 4.595 -4.598 -4.334
94 H 3.278 -4.196 -5.457
95 H 3.162 -5.962 -2.980
96 H 2.323 -6.156 -4.536
97 C -1.579 -1.206 -0.918
98 Ge -3.255 -1.203 -1.915
99 C -3.191 -2.400 -3.477
100 C -4.375 -2.721 -4.149
101 C -4.378 -3.616 -5.209
102 C -3.185 -4.186 -5.637
103 C -1.996 -3.843 -5.011
104 C -2.002 -2.958 -3.937
105 C -4.043 0.411 -2.747
106 C -5.317 0.860 -2.405
107 C -5.936 1.878 -3.121
108 C -5.290 2.468 -4.198
109 C -4.030 2.012 -4.570
110 C -3.421 0.994 -3.852
111 C -4.710 -1.859 -0.751
112 C -5.007 -1.152 0.414
113 C -5.981 -1.589 1.299
114 C -6.693 -2.748 1.027
115 C -6.420 -3.461 -0.132
116 C -5.435 -3.021 -1.008
117 H -5.304 -2.254 -3.837
118 H -5.311 -3.880 -5.691
119 H -3.186 -4.895 -6.457
120 H -1.063 -4.281 -5.346
121 H -1.069 -2.688 -3.456
122 H -5.841 0.401 -1.575
123 H -6.935 2.202 -2.853
124 H -5.775 3.260 -4.755
125 H -3.532 2.444 -5.432
126 H -2.454 0.626 -4.169
127 H -4.469 -0.237 0.630
128 H -6.188 -1.024 2.201
129 H -7.447 -3.103 1.720
130 H -6.974 -4.364 -0.357
131 H -5.225 -3.601 -1.898

=====

Entry 2:
# C57H60N12

A 12-piece molecular cluster, C57H60N12 overall at a distorted geometry (ωB97M-V/def2-TZVPD, OMol25).

Summary:
charge	0
maximum force	5.12	eV Å⁻¹
relative energy (zero: lowest compared OMol25 entry of this formula, charge and spin)	83.56	kcal per mole
structure (SMILES)	c1cc[nH]c1.c1cc[nH]c1.c1cc[nH]c1.c1ccncc1.c1ccncc1.c1ccncc1.c1ccncc1.c1ccncc1.c1ccncc1.c1ccncc1.c1ccncc1.c1ccncc1
frontier orbital gap	0.29860	Ha
HOMO	-7.8	eV
LUMO	0.349	eV

Element x y z (Å)
1 N 1.789 -4.125 2.126
2 C 0.757 -4.030 3.015
3 C -0.436 -4.259 2.346
4 C -0.163 -4.669 1.051
5 C 1.216 -4.531 0.899
6 H 2.789 -4.008 2.204
7 H 0.915 -3.712 4.035
8 H -1.431 -4.127 2.744
9 H -0.784 -5.125 0.294
10 H 1.816 -4.617 0.005
11 N -2.619 3.923 -4.099
12 C -3.556 3.022 -4.352
13 C -3.440 2.000 -3.407
14 C -2.495 2.499 -2.508
15 C -2.004 3.719 -2.930
16 H -2.390 4.713 -4.684
17 H -4.116 3.080 -5.274
18 H -3.910 1.029 -3.375
19 H -2.162 1.990 -1.615
20 H -1.326 4.434 -2.487
21 N -6.591 -1.739 -3.348
22 C -7.169 -0.459 -3.288
23 C -6.369 0.238 -2.405
24 C -5.362 -0.592 -1.894
25 C -5.592 -1.842 -2.467
26 H -6.833 -2.507 -3.958
27 H -7.805 -0.068 -4.069
28 H -6.548 1.298 -2.303
29 H -4.728 -0.415 -1.037
30 H -5.159 -2.814 -2.285
31 N 2.752 0.573 -6.095
32 C 1.663 -0.110 -5.746
33 C 0.800 0.232 -4.732
34 C 0.920 1.532 -4.188
35 C 2.004 2.368 -4.760
36 C 2.907 1.869 -5.700
37 H 1.244 -0.896 -6.356
38 H 0.031 -0.437 -4.374
39 H 0.323 1.807 -3.331
40 H 2.133 3.382 -4.413
41 H 3.726 2.379 -6.184
42 N 1.828 1.225 4.324
43 C 1.382 0.231 5.196
44 C 0.283 0.388 6.052
45 C -0.254 1.643 6.117
46 C 0.155 2.685 5.296
47 C 1.248 2.423 4.413
48 H 1.764 -0.760 4.998
49 H -0.154 -0.460 6.558
50 H -1.101 1.820 6.764
51 H -0.326 3.639 5.135
52 H 1.552 3.113 3.640
53 N -4.325 -0.614 1.493
54 C -4.311 -1.516 2.556
55 C -4.626 -1.263 3.901
56 C -5.096 -0.039 4.218
57 C -5.306 0.880 3.128
58 C -4.858 0.550 1.808
59 H -3.961 -2.489 2.246
60 H -4.471 -2.011 4.665
61 H -5.330 0.278 5.223
62 H -5.856 1.808 3.195
63 H -5.073 1.215 0.985
64 N 4.192 -2.892 3.235
65 C 4.069 -1.547 3.425
66 C 4.309 -0.829 4.565
67 C 4.852 -1.626 5.628
68 C 5.177 -3.015 5.480
69 C 4.783 -3.598 4.252
70 H 3.720 -1.039 2.539
71 H 4.183 0.242 4.635
72 H 5.116 -1.112 6.540
73 H 5.745 -3.618 6.173
74 H 4.960 -4.654 4.113
75 N -0.644 4.707 1.370
76 C -1.940 5.220 1.712
77 C -2.807 4.394 2.492
78 C -2.518 3.114 2.804
79 C -1.349 2.513 2.211
80 C -0.429 3.391 1.652
81 H -2.022 6.289 1.578
82 H -3.780 4.848 2.613
83 H -3.292 2.537 3.289
84 H -1.228 1.444 2.306
85 H 0.569 3.035 1.446
86 N 3.972 2.955 -0.275
87 C 4.588 3.625 0.713
88 C 5.965 3.841 0.660
89 C 6.763 3.282 -0.295
90 C 6.118 2.638 -1.346
91 C 4.699 2.482 -1.322
92 H 4.004 4.110 1.481
93 H 6.295 4.575 1.381
94 H 7.802 3.412 -0.559
95 H 6.695 2.318 -2.201
96 H 4.194 1.825 -2.014
97 N -1.380 -4.546 -3.867
98 C -2.461 -4.270 -4.656
99 C -3.175 -3.111 -4.553
100 C -2.783 -2.152 -3.604
101 C -1.649 -2.412 -2.685
102 C -0.966 -3.637 -2.966
103 H -2.614 -4.936 -5.492
104 H -3.934 -2.906 -5.293
105 H -3.300 -1.207 -3.523
106 H -1.418 -1.742 -1.870
107 H -0.141 -4.006 -2.375
108 N 4.018 -2.819 -3.965
109 C 2.870 -2.823 -3.270
110 C 2.548 -1.886 -2.305
111 C 3.457 -0.923 -1.969
112 C 4.716 -0.929 -2.598
113 C 4.900 -1.842 -3.629
114 H 2.100 -3.495 -3.621
115 H 1.577 -1.930 -1.835
116 H 3.188 -0.157 -1.256
117 H 5.425 -0.154 -2.346
118 H 5.719 -1.752 -4.327
119 N -0.369 0.441 -0.486
120 C -1.137 -0.464 0.208
121 C -0.618 -1.025 1.379
122 C 0.683 -0.756 1.788
123 C 1.442 0.116 0.947
124 C 0.934 0.630 -0.190
125 H -2.136 -0.722 -0.112
126 H -1.237 -1.670 1.985
127 H 1.015 -1.179 2.725
128 H 2.488 0.243 1.184
129 H 1.516 1.400 -0.673

=====

Entry 3:
# C57H61As3PPdSb

C57H61As3PPdSb as an isolated structure at a distorted geometry (ωB97M-V/def2-TZVPD, OMol25).

Summary:
charge	+2
maximum force	1.42	eV Å⁻¹
relative energy (zero: lowest compared OMol25 entry of this formula, charge and spin)	29.95	kcal per mole
frontier orbital gap	0.19240	Ha
HOMO	-12.2	eV
LUMO	-6.943	eV

Element x y z (Å)
1 Pd 0.496 0.478 0.741
2 C 2.855 1.844 3.249
3 As 2.243 0.251 2.347
4 C 1.950 -0.989 3.806
5 C 3.821 -0.410 1.447
6 C 4.939 -0.820 2.167
7 C 6.049 -1.310 1.495
8 C 6.047 -1.387 0.108
9 C 4.942 -0.960 -0.613
10 C 3.828 -0.468 0.057
11 As 2.300 0.226 -0.906
12 C 2.050 -1.021 -2.374
13 C 3.053 1.792 -1.776
14 H 3.668 1.550 3.913
15 H 2.045 2.284 3.825
16 H 3.219 2.557 2.514
17 H 2.906 -1.189 4.289
18 H 1.510 -1.911 3.438
19 H 1.265 -0.538 4.520
20 H 4.957 -0.771 3.249
21 H 6.916 -1.635 2.054
22 H 6.914 -1.775 -0.412
23 H 4.959 -1.016 -1.696
24 H 2.534 -0.627 -3.267
25 H 0.990 -1.159 -2.567
26 H 2.483 -1.981 -2.098
27 H 4.039 1.531 -2.159
28 H 3.149 2.601 -1.055
29 H 2.407 2.105 -2.593
30 C -2.408 -2.245 0.197
31 C -3.578 -1.555 0.870
32 As -5.262 -2.625 1.035
33 C -5.328 -3.491 -0.715
34 C -5.806 -4.791 -0.856
35 C -5.964 -5.356 -2.113
36 C -5.658 -4.626 -3.252
37 C -5.204 -3.320 -3.127
38 C -5.046 -2.762 -1.867
39 C -4.468 -4.052 2.112
40 C -3.755 -5.140 1.611
41 C -3.245 -6.103 2.469
42 C -3.440 -5.991 3.839
43 C -4.145 -4.912 4.349
44 C -4.661 -3.953 3.489
45 P -0.760 -1.726 0.818
46 C 0.374 -2.936 0.090
47 C 1.655 -3.075 0.625
48 C 2.562 -3.956 0.062
49 C 2.204 -4.703 -1.054
50 C 0.936 -4.568 -1.597
51 C 0.021 -3.689 -1.029
52 C -0.886 -2.185 2.574
53 C -0.780 -3.511 2.993
54 C -0.951 -3.837 4.330
55 C -1.266 -2.849 5.253
56 C -1.408 -1.532 4.838
57 C -1.207 -1.202 3.507
58 H -2.453 -2.112 -0.886
59 H -2.435 -3.324 0.382
60 H -3.818 -0.613 0.379
61 H -3.357 -1.324 1.915
62 H -6.061 -5.375 0.021
63 H -6.336 -6.368 -2.202
64 H -5.786 -5.068 -4.231
65 H -4.984 -2.735 -4.012
66 H -4.716 -1.735 -1.789
67 H -3.629 -5.266 0.541
68 H -2.712 -6.955 2.065
69 H -3.060 -6.756 4.505
70 H -4.318 -4.828 5.414
71 H -5.241 -3.131 3.895
72 H 1.942 -2.505 1.499
73 H 3.548 -4.064 0.497
74 H 2.911 -5.395 -1.492
75 H 0.649 -5.155 -2.460
76 H -0.968 -3.613 -1.461
77 H -0.558 -4.294 2.278
78 H -0.858 -4.867 4.646
79 H -1.410 -3.109 6.294
80 H -1.665 -0.761 5.554
81 H -1.309 -0.167 3.191
82 C -2.959 4.710 -0.732
83 C -3.791 3.538 -1.171
84 C -5.117 3.777 -1.542
85 C -5.949 2.773 -2.003
86 C -5.474 1.474 -2.115
87 C -4.168 1.209 -1.747
88 C -3.342 2.221 -1.266
89 Sb -1.347 1.648 -0.859
90 C -0.790 2.665 0.942
91 C 0.437 3.344 1.014
92 C 0.775 4.105 2.125
93 C -0.101 4.170 3.195
94 C -1.293 3.460 3.159
95 C -1.662 2.703 2.053
96 C -2.988 1.999 2.071
97 C -0.310 2.637 -2.426
98 C 0.205 3.926 -2.308
99 C 0.872 4.523 -3.366
100 C 1.018 3.833 -4.559
101 C 0.475 2.564 -4.696
102 C -0.207 1.953 -3.646
103 C -0.865 0.619 -3.881
104 H -3.536 5.352 -0.066
105 H -2.673 5.312 -1.597
106 H -2.051 4.425 -0.208
107 H -5.496 4.789 -1.466
108 H -6.968 3.007 -2.282
109 H -6.110 0.678 -2.481
110 H -3.786 0.203 -1.837
111 H 1.111 3.324 0.168
112 H 1.710 4.651 2.145
113 H 0.139 4.772 4.062
114 H -1.966 3.509 4.008
115 H -3.276 1.751 3.092
116 H -2.965 1.071 1.504
117 H -3.775 2.626 1.645
118 H 0.084 4.486 -1.390
119 H 1.271 5.523 -3.261
120 H 1.536 4.289 -5.393
121 H 0.564 2.044 -5.642
122 H -0.437 0.119 -4.749
123 H -1.935 0.740 -4.069
124 H -0.757 -0.063 -3.030